Record 1
Entry from the Open Molecules 2025 dataset: C41H42IrN5OSi as an isolated structure (ωB97M-V/def2-TZVPD).

Properties
**DFT total energy**: -2330.028656 Eh
**HOMO-LUMO gap**: 7.45 eV
**Total charge**: +2
**Largest force on an atom**: 0.6 eV Å⁻¹
**Energy above the lowest of the compared OMol25 structures with the same formula, charge and spin**: 7.4 kcal/mol
**Highest occupied orbital energy**: -13.22 eV

```
91
Properties=species:S:1:pos:R:3:mulliken_charge:R:1
Ir 0.56661 1.03966 0.10815 -0.06
C -0.56033 3.79513 -0.68673 -1.50
N 0.54451 3.15546 0.09585 0.14
C 0.67241 3.75526 1.46775 -1.71
C 0.53053 2.69660 2.51364 0.99
C 0.55444 2.96354 3.87072 -1.08
C 0.34561 1.92619 4.76250 -0.54
C 0.12352 0.64354 4.27782 -0.81
C 0.13542 0.43262 2.91805 -0.05
N 0.33504 1.44947 2.06375 0.12
C 1.80835 3.43963 -0.66495 -1.74
C 2.93429 2.63161 -0.09211 1.11
C 4.24948 3.03436 -0.01169 -0.86
C 5.18700 2.13218 0.47837 -0.58
C 4.78646 0.86772 0.87409 -0.82
C 3.45078 0.52540 0.77699 -0.12
N 2.55628 1.39850 0.30486 0.39
C -1.91587 3.87397 -0.01348 0.84
C -2.93621 4.53295 -0.68736 -1.04
C -4.19008 4.58585 -0.10090 -0.50
C -4.37288 3.99585 1.14031 -0.80
C -3.28712 3.38552 1.74291 -0.41
N -2.07697 3.31528 1.18198 0.16
H -0.63439 3.23231 -1.61954 0.49
H -0.24757 4.81076 -0.95168 0.62
H -0.11793 4.48612 1.62077 0.77
H 1.62122 4.28620 1.55343 0.70
H 0.72539 3.97501 4.21329 0.58
H 0.35701 2.11445 5.82760 0.48
H -0.04496 -0.19342 4.93997 0.56
H -0.00526 -0.54996 2.48040 0.22
H 2.02230 4.51084 -0.65462 0.62
H 1.63815 3.14054 -1.70189 0.49
H 4.53815 4.02386 -0.33836 0.55
H 6.22812 2.41851 0.54532 0.47
H 5.49688 0.14510 1.24845 0.55
H 3.07550 -0.45182 1.04714 0.50
H -2.75565 4.99159 -1.65160 0.50
H -5.00716 5.08954 -0.59979 0.46
H -5.33155 4.02138 1.63874 0.48
H -3.38434 2.93590 2.72504 0.47
C -1.43232 -2.27106 -2.26736 -1.56
C 0.01392 -2.74951 -2.41706 2.22
C 0.03584 -4.28337 -2.52302 -1.81
C 0.60728 -2.14419 -3.69612 -1.81
Si 1.08233 -2.26998 -0.94790 -0.17
O 1.02461 -0.62087 -0.64474 0.63
C 0.48573 -3.02032 0.66331 1.42
C 1.21546 -3.95512 1.40085 -0.74
C 0.71720 -4.48811 2.58423 -0.72
C -0.52151 -4.08817 3.06182 -0.75
C -1.26072 -3.14876 2.35438 -0.70
C -0.75842 -2.62244 1.17168 -0.17
C 2.87748 -2.62947 -1.33015 0.71
C 3.41215 -3.92239 -1.32320 -0.57
C 4.73007 -4.16195 -1.68811 -0.95
C 5.54166 -3.10968 -2.08637 -0.61
C 5.02788 -1.82144 -2.12399 -0.72
C 3.71173 -1.58771 -1.75019 -0.15
H -2.02785 -2.63587 -3.11016 0.61
H -1.48285 -1.17923 -2.27670 0.06
H -1.90620 -2.63620 -1.35385 0.34
H -0.61564 -4.60628 -3.34013 0.48
H -0.31826 -4.76796 -1.60967 0.36
H 1.03903 -4.65396 -2.74187 0.36
H -0.02452 -2.39240 -4.55416 0.50
H 1.60827 -2.52898 -3.89596 0.40
H 0.67323 -1.05301 -3.63952 0.22
H 2.19290 -4.27141 1.06144 0.40
H 1.29786 -5.21852 3.13225 0.46
H -0.91103 -4.50906 3.97949 0.43
H -2.23394 -2.84092 2.71818 0.48
H -1.35235 -1.89697 0.62877 0.14
H 2.79508 -4.76757 -1.04140 0.38
H 5.12045 -5.17089 -1.67043 0.45
H 6.56662 -3.29567 -2.37888 0.41
H 5.65064 -1.00141 -2.46056 0.46
H 3.31995 -0.57787 -1.80659 0.43
N -1.38371 0.67912 -0.20323 -0.44
C -2.49474 0.48452 -0.40219 0.75
C -3.87747 0.22709 -0.64484 0.31
C -4.72299 -0.04357 0.43278 -0.27
C -6.05870 -0.30034 0.18664 -0.90
C -6.53933 -0.28690 -1.11772 -0.36
C -5.69149 -0.01927 -2.18591 -0.93
C -4.35245 0.23813 -1.95758 -0.18
H -4.33178 -0.05480 1.44172 0.57
H -6.72625 -0.51640 1.00915 0.45
H -7.58507 -0.49163 -1.30394 0.45
H -6.07498 -0.01749 -3.19663 0.45
H -3.67795 0.43700 -2.77979 0.54
```

=====

Record 2
Entry from the Open Molecules 2025 dataset: the molecule C3H4N2O3 (ωB97M-V/def2-TZVPD).

Properties
**DFT total energy**: -451.721551 Eh
**HOMO-LUMO gap**: 8.88 eV
**Largest force on an atom**: 10.5 eV Å⁻¹
**Energy above the lowest of the compared OMol25 structures with the same formula, charge and spin**: 162.0 kcal/mol
**Highest occupied orbital energy**: -9.28 eV

```
12
Properties=species:S:1:pos:R:3:nbo_charge:R:1
C 0.77997 -0.18511 0.23125 0.42
C -0.43475 -0.95764 0.31214 -0.58
C -1.58863 -0.04285 0.12454 0.61
H 2.52506 1.18791 -0.06399 0.46
H -0.65568 -1.66933 1.09729 0.27
H -0.48188 -1.41233 -0.75826 0.29
H -1.50029 1.85077 -0.44692 0.42
N 1.95535 -0.82012 -0.22145 -0.08
N -1.18127 1.09722 0.10265 -0.25
O 2.91092 0.16156 -0.12338 -0.55
O -2.72231 -0.40563 -0.33361 -0.62
O 0.39350 1.19554 0.07977 -0.39
```

=====

Record 3
Entry from the Open Molecules 2025 dataset: C41H63AsCaCl3NO6PS3Si as an isolated structure (ωB97M-V/def2-TZVPD).

Properties
**DFT total energy**: -8226.123239 Eh
**HOMO-LUMO gap (alpha / beta)**: 6.57 / 6.52 eV
**Total charge**: -2
**Largest force on an atom**: 0.4 eV Å⁻¹
**Spin multiplicity**: 2
**Highest occupied orbital energy (alpha / beta)**: -2.70 / -2.71 eV

```
121
Properties=species:S:1:pos:R:3:lowdin_spin:R:1
Ca -0.76544 -0.11935 1.23698 0.00
C 3.89773 2.16071 -0.68570 0.00
C 2.74200 2.87304 -1.37629 0.00
C 2.50829 2.24068 -2.74485 0.00
C 3.05138 4.36137 -1.50164 0.00
O 1.58236 2.65885 -0.54895 0.00
Si 0.13505 3.49333 -0.56361 0.00
S -1.37320 2.40340 0.28314 0.00
O 0.36891 4.99327 0.09881 0.00
C 0.35643 5.42541 1.46590 0.00
C 1.14701 6.72779 1.48632 0.00
C -1.08436 5.67055 1.89873 0.00
C 1.01418 4.38782 2.36386 0.00
O -0.06947 3.85437 -2.16822 0.00
C -0.99993 4.70533 -2.82164 0.00
C -1.34494 4.01903 -4.13814 0.00
C -0.30195 6.04036 -3.06842 0.00
C -2.26598 4.91756 -1.99723 0.00
H 4.79089 2.20171 -1.31491 0.00
H 3.64341 1.11497 -0.50842 0.00
H 4.12252 2.62141 0.27629 0.00
H 3.39986 2.35938 -3.36730 0.00
H 1.65624 2.69747 -3.24224 0.00
H 2.30769 1.17402 -2.62327 0.00
H 3.96787 4.49816 -2.08213 0.00
H 3.19334 4.80008 -0.51303 0.00
H 2.23859 4.89290 -1.99563 0.00
H 0.69060 7.45406 0.80985 0.00
H 2.17355 6.54852 1.16079 0.00
H 1.16775 7.14625 2.49460 0.00
H -1.53380 6.45652 1.28524 0.00
H -1.11682 5.97579 2.94679 0.00
H -1.66641 4.75610 1.78480 0.00
H 2.03054 4.17510 2.02410 0.00
H 0.43916 3.46041 2.34999 0.00
H 1.05109 4.72650 3.40053 0.00
H -0.43727 3.85401 -4.72233 0.00
H -2.03657 4.62707 -4.72678 0.00
H -1.80528 3.05095 -3.93695 0.00
H 0.59610 5.88600 -3.67087 0.00
H -0.00862 6.47736 -2.11283 0.00
H -0.96120 6.73692 -3.59356 0.00
H -2.73285 3.96223 -1.75849 0.00
H -2.97084 5.53217 -2.56387 0.00
H -2.03637 5.42403 -1.05850 0.00
C -6.40282 -3.51048 -1.37431 0.00
C -5.04370 -2.85162 -1.44773 0.00
O -4.66116 -2.47775 -0.12294 0.00
P -3.69590 -1.19268 0.07210 0.00
S -3.34987 -1.07901 2.01119 0.00
S -2.16013 -1.25505 -1.17238 0.00
O -4.61145 0.02332 -0.45380 0.00
C -5.62954 0.60594 0.37330 0.00
C -5.17553 1.96352 0.85912 0.00
H -6.71020 -3.85759 -2.36316 0.00
H -7.14971 -2.80682 -1.00453 0.00
H -6.37569 -4.36547 -0.69794 0.00
H -5.06565 -1.97330 -2.09740 0.00
H -4.29005 -3.53655 -1.84412 0.00
H -5.85736 -0.05798 1.20978 0.00
H -6.51838 0.68710 -0.25762 0.00
H -4.29717 1.86771 1.49606 0.00
H -5.97380 2.44377 1.43091 0.00
H -4.90901 2.60025 0.01521 0.00
O 2.26385 1.27465 2.03784 0.00
H 1.89230 1.71336 1.25536 0.00
H 1.60511 1.41193 2.73240 0.00
Cl -2.82037 3.01456 5.42048 0.06
C -1.36375 2.12420 5.62672 0.41
Cl 0.32972 3.99587 6.08383 0.30
Cl -1.22932 1.17011 7.05183 0.06
C -0.82126 1.56973 4.45854 0.06
N -0.35434 1.12327 3.49945 0.11
C 3.39579 -1.66900 -2.29237 0.00
As 1.57050 -1.64931 -1.55593 0.00
C 0.67822 -1.64188 -3.30549 0.00
C 1.48216 -3.57370 -1.08609 0.00
C 1.46589 -4.52125 -2.23450 0.00
C 0.25979 -4.84986 -2.85789 0.00
C 0.22829 -5.70463 -3.94764 0.00
C 1.40528 -6.25347 -4.44325 0.00
C 2.60992 -5.94014 -3.83096 0.00
C 2.63783 -5.08489 -2.73703 0.00
H 3.50137 -2.44271 -3.05495 0.00
H 4.10851 -1.84751 -1.48625 0.00
H 3.61137 -0.69632 -2.73508 0.00
H 1.07865 -2.40951 -3.96909 0.00
H 0.84634 -0.65624 -3.74296 0.00
H -0.39398 -1.78271 -3.18343 0.00
H 0.59512 -3.68906 -0.46564 0.00
H 2.34798 -3.73102 -0.44182 0.00
H -0.65972 -4.41793 -2.47737 0.00
H -0.72023 -5.94304 -4.41365 0.00
H 1.38110 -6.92209 -5.29507 0.00
H 3.53453 -6.36682 -4.20160 0.00
H 3.58104 -4.85409 -2.25509 0.00
C 4.50604 -5.22408 3.37837 0.00
C 4.77103 -3.87671 3.58365 0.00
C 3.85412 -2.91618 3.18289 0.00
C 2.64319 -3.26573 2.57758 0.00
C 2.39757 -4.62830 2.37122 0.00
C 3.31380 -5.59126 2.76585 0.00
C 1.72166 -2.18121 2.14440 0.00
C 0.38219 -2.18233 2.00468 0.00
C -0.38679 -3.37963 2.40520 0.00
C -0.32683 -3.87472 3.71711 0.00
C -1.07985 -4.96676 4.11518 0.00
C -1.92320 -5.60954 3.21516 0.00
C -2.02059 -5.11585 1.92104 0.00
C -1.28187 -4.00866 1.53115 0.00
H 5.21973 -5.97853 3.68772 0.00
H 5.69732 -3.57123 4.05678 0.00
H 4.06862 -1.86406 3.33536 0.00
H 1.47103 -4.93266 1.90314 0.00
H 3.09339 -6.63847 2.59260 0.00
H 2.26508 -1.26054 1.92327 0.00
H 0.32925 -3.38214 4.42555 0.00
H -1.00684 -5.32055 5.13790 0.00
H -2.51410 -6.46282 3.52666 0.00
H -2.70215 -5.57479 1.21323 0.00
H -1.42364 -3.59466 0.53839 0.00
```

=====

Record 4
Entry from the Open Molecules 2025 dataset: an isolated ion of composition C17H34N and charge +1 (ωB97M-V/def2-TZVPD).

Properties
**DFT total energy**: -722.600205 Eh
**HOMO-LUMO gap**: 10.56 eV
**Total charge**: +1
**Largest force on an atom**: 1.1 eV Å⁻¹
**Energy above the lowest of the compared OMol25 structures with the same formula, charge and spin**: 3.3 kcal/mol
**Highest occupied orbital energy**: -13.06 eV

```
52
Properties=species:S:1:pos:R:3:nbo_charge:R:1
C 4.46224 0.70251 2.27497 -0.10
C 4.22572 0.86553 1.11320 -0.10
C 3.99608 1.13056 -0.29372 -0.29
H 4.64836 0.49156 -0.89622 0.26
H 4.26240 2.17504 -0.48575 0.26
N 2.58322 0.92008 -0.73835 -0.20
C 2.41223 1.58469 -2.04555 -0.41
H 3.13518 1.20262 -2.76479 0.24
H 2.55220 2.66011 -1.94588 0.24
H 1.40971 1.40277 -2.42957 0.24
C 1.65105 1.53631 0.22321 -0.43
H 0.62538 1.41773 -0.12388 0.24
H 1.75722 1.07402 1.20189 0.25
H 1.86763 2.59882 0.32297 0.24
C 2.27066 -0.53092 -0.92515 -0.22
C 2.51638 -1.44443 0.27147 -0.43
H 3.58163 -1.50875 0.49349 0.23
H 2.01741 -1.06493 1.16151 0.22
C 2.00532 -2.86643 -0.01113 -0.39
C 0.52884 -2.96619 -0.40525 -0.40
C -0.43344 -2.33716 0.60283 -0.39
C -1.82902 -2.14196 0.01307 -0.40
C -2.74248 -1.38105 0.97404 -0.40
C -4.01088 -0.83658 0.31482 -0.40
C -3.77484 0.15010 -0.83476 -0.40
C -2.80608 1.29343 -0.52556 -0.39
C -3.28793 2.21813 0.58951 -0.40
C -2.30810 3.35831 0.84334 -0.60
H -1.34654 2.97430 1.18471 0.18
H -2.69390 4.02702 1.60780 0.22
H -2.14738 3.93666 -0.06449 0.20
H -4.25833 2.63192 0.31233 0.21
H -3.42005 1.64989 1.51086 0.20
H -2.67346 1.88444 -1.43665 0.20
H -1.82802 0.88331 -0.25662 0.17
H -3.40424 -0.39263 -1.70768 0.20
H -4.73928 0.57760 -1.11482 0.21
H -4.61189 -0.35054 1.08485 0.21
H -4.59689 -1.67165 -0.07378 0.21
H -3.03291 -2.04493 1.79032 0.21
H -2.18788 -0.55282 1.42140 0.18
H -1.73571 -1.58313 -0.92045 0.19
H -2.27100 -3.10864 -0.22961 0.21
H -0.49091 -2.96184 1.49479 0.21
H -0.06572 -1.35740 0.91759 0.17
H 0.37391 -2.51432 -1.38845 0.18
H 0.28338 -4.02307 -0.51374 0.23
H 2.17112 -3.45490 0.89158 0.22
H 2.60660 -3.31083 -0.80649 0.21
H 1.21654 -0.58825 -1.19990 0.23
H 2.86277 -0.89336 -1.76897 0.23
H 4.67368 0.53928 3.29068 0.25
```